{
  "formula": "C3H6N2O",
  "method": "ωB97M-V with the def2-TZVPD basis set",
  "symbols": ["C", "H", "N", "H", "N", "O", "H", "H", "H", "C", "H", "C"],
  "xyz": [[1.672, -0.629, -0.117], [1.072, 1.204, 0.783], [0.724, 0.391, 0.299], [2.684, -0.323, 0.156], [-1.246, -0.626, -0.503], [-2.137, 2.283, 0.954], [1.636, -0.774, -1.203], [1.456, -1.586, 0.373], [-2.334, -0.033, -0.325], [-2.080, 1.244, 0.396], [-0.859, -1.469, -0.904], [-0.588, 0.318, 0.089]],
  "relative_energy_kcal_mol": 83.7,
  "smiles": "CNC(N)=C=O",
  "lumo_ev": 0.68,
  "e_homo_ev": -8.0,
  "fmax_ev_per_a": 0.9,
  "homo_lumo_gap_ev": 8.64
}

{
  "formula": "C4H9NO2",
  "method": "ωB97M-V with the def2-TZVPD basis set",
  "symbols": ["H", "H", "H", "C", "C", "H", "H", "O", "H", "O", "N", "H", "C", "C", "H", "H"],
  "xyz": [[-0.919, -2.005, -0.689], [-0.071, 0.647, 1.768], [0.484, 2.458, 0.091], [1.636, -0.014, 0.640], [-0.158, 1.613, -0.165], [1.878, 0.238, -1.280], [-0.028, 1.362, -1.219], [-0.564, -0.737, 0.325], [-2.880, -2.488, -1.188], [2.013, -0.473, -0.643], [-2.295, -0.972, 0.071], [1.800, -0.855, 1.314], [0.148, 0.402, 0.718], [-2.106, -1.931, -0.679], [-1.193, 1.925, -0.029], [2.256, 0.832, 0.965]],
  "relative_energy_kcal_mol": 120.7,
  "lumo_ev": 0.64,
  "e_homo_ev": -9.8,
  "fmax_ev_per_a": 2.5,
  "homo_lumo_gap_ev": 10.45
}

{
  "formula": "C3H11NOS2",
  "method": "ωB97M-V with the def2-TZVPD basis set",
  "symbols": ["S", "H", "H", "S", "O", "C", "C", "H", "H", "H", "H", "H", "N", "H", "H", "C", "H", "H"],
  "xyz": [[-0.746, 0.106, 4.408], [-0.319, 2.131, 0.895], [-2.834, -5.493, -3.985], [0.599, 1.231, 3.564], [-2.309, -4.991, -4.626], [0.708, 1.755, 0.835], [1.224, 1.357, -0.569], [1.953, 0.558, -0.461], [0.336, -0.227, 1.694], [2.040, 0.402, 1.904], [1.240, 2.636, 1.195], [-0.781, 1.058, -1.228], [0.191, 0.926, -1.466], [-2.700, -4.114, -4.659], [-1.656, -0.177, 3.439], [0.985, 0.625, 1.817], [1.780, 2.225, -0.926], [0.287, -0.005, -1.831]],
  "relative_energy_kcal_mol": 19.7,
  "lumo_ev": [-4.29, -8.07],
  "e_homo_ev": [-12.4, -12.4],
  "spin_multiplicity": 2,
  "fmax_ev_per_a": 1.7,
  "homo_lumo_gap_ev": [8.15, 4.36],
  "total_charge": 1
}

{
  "formula": "C27H44BrIrN3OP2",
  "method": "ωB97M-V with the def2-TZVPD basis set",
  "symbols": ["H", "H", "H", "C", "H", "C", "H", "H", "H", "H", "C", "C", "H", "H", "H", "P", "H", "H", "H", "C", "C", "H", "N", "Ir", "C", "C", "C", "C", "H", "Br", "H", "C", "C", "H", "H", "C", "H", "H", "H", "H", "C", "H", "C", "H", "H", "H", "O", "H", "H", "C", "C", "H", "P", "N", "H", "H", "H", "C", "H", "C", "H", "H", "H", "C", "H", "C", "H", "C", "C", "H", "C", "H", "C", "H", "C", "C", "H", "H", "N"],
  "xyz": [[-1.725, 2.575, -2.497], [-0.533, -1.522, -0.290], [-0.151, -0.673, -3.239], [4.874, -0.263, -0.394], [3.664, 1.561, 2.949], [-1.862, 1.136, -0.857], [5.314, -1.072, 0.208], [-1.082, -3.154, 2.636], [3.672, -2.745, 0.557], [1.663, 0.780, -3.149], [-3.085, -0.485, 1.980], [3.350, -0.170, -0.278], [-2.178, 1.876, -0.109], [1.838, 2.188, -0.988], [-2.520, -5.882, -4.122], [2.627, 0.049, 1.441], [-2.391, 0.202, -0.612], [0.271, -1.200, 3.678], [1.433, -2.034, 1.474], [-0.493, -1.344, -2.439], [-0.554, -1.065, 2.986], [-5.263, -2.383, -2.002], [-4.214, -4.678, -4.226], [0.525, 1.250, 1.649], [-3.023, -2.936, -0.584], [2.361, -1.695, 1.955], [-0.710, 4.205, 1.042], [-3.120, 4.693, 1.382], [1.088, -1.302, -0.951], [1.968, 3.003, 2.673], [0.224, 1.743, -3.579], [-2.259, 0.559, 2.341], [-3.106, -5.104, -3.627], [2.159, -1.672, 3.035], [-3.305, 1.820, -2.287], [-1.322, -2.098, 2.481], [4.783, 1.124, 1.699], [-4.159, -0.386, 1.851], [5.531, -0.850, 2.900], [5.124, -0.467, -1.445], [-4.979, -3.745, -3.662], [-1.783, -4.951, -1.923], [3.494, -2.661, 1.634], [0.348, 2.983, -1.430], [-1.589, -1.383, -2.434], [-2.594, 1.569, 2.531], [-0.845, 3.016, 1.466], [-1.570, 6.003, 0.751], [2.899, -1.081, -0.702], [1.149, 1.735, -2.994], [4.072, 0.690, 2.412], [4.434, -2.392, 2.124], [-0.076, 0.801, -0.523], [-1.778, 5.029, 0.949], [5.365, 0.677, -0.118], [-3.231, 3.612, 1.501], [1.342, 4.317, 0.907], [-4.640, -3.155, -2.437], [-3.829, 5.047, 0.633], [-2.685, -4.585, -2.398], [0.472, 5.692, 0.284], [-3.351, 5.203, 2.322], [-5.892, -3.440, -4.185], [-3.452, -3.567, -1.798], [2.987, 0.667, -0.893], [-2.225, 1.631, -2.249], [-1.998, 0.896, -3.029], [0.888, 2.028, -1.521], [-2.423, -1.714, 1.673], [4.136, -0.822, 4.003], [-0.890, 0.195, 2.461], [3.214, -3.656, 1.996], [-2.712, -2.381, 0.470], [-0.153, -2.359, -2.690], [4.805, -0.199, 3.398], [0.044, -0.973, -1.052], [1.795, 2.527, -3.400], [5.376, 0.435, 4.091], [0.459, 4.727, 0.593]],
  "relative_energy_kcal_mol": 0.0,
  "lumo_ev": [-12.12, -15.10],
  "e_homo_ev": [-18.7, -20.1],
  "spin_multiplicity": 6,
  "fmax_ev_per_a": 4.1,
  "homo_lumo_gap_ev": [6.59, 5.04],
  "total_charge": 4
}